(1)
# F2FeH30O17P

F2FeH30O17P as an isolated structure in a non-equilibrium geometry (ωB97M-V with the def2-TZVPD basis set, OMol25).

XYZ file:
```
51
Properties=species:S:1:pos:R:3:forces:R:3
Fe -0.9598 0.4976 2.0664 -3.31 -1.41 4.72
P 0.6798 0.5881 -0.5486 6.77 -0.91 -10.68
F 1.0127 -0.9472 -0.5026 5.31 -3.09 -3.41
F -0.5107 0.4028 -1.5838 0.29 1.01 -0.89
O 3.9759 -1.6296 0.0192 0.15 -0.27 -0.50
O -0.2711 1.2426 -4.6370 -0.25 0.18 0.07
O -1.7509 -1.9426 -0.7275 -0.13 -1.55 -1.48
O 2.2629 -0.6092 -2.9235 -0.33 0.28 0.45
O -3.6593 0.7634 -0.7858 -0.21 0.21 2.74
O -0.3817 -0.2085 0.4773 -6.10 -1.82 4.61
O 0.7362 3.6665 -0.0942 0.77 -1.29 1.22
O 0.3397 1.4672 3.3219 -0.94 -0.80 -1.04
O -1.8209 2.4443 1.7862 1.53 -0.25 -1.37
O 2.3986 -0.5308 2.0526 -0.79 1.10 1.55
O -0.3215 -1.3036 2.8488 -0.09 1.30 1.64
O 3.4862 1.4074 -0.5111 -0.48 0.27 0.75
O -2.4416 -3.2130 1.4675 -0.55 0.99 0.01
O 0.7298 -2.9006 1.0614 -0.90 0.94 -0.20
O -2.4674 0.4255 -3.1239 -1.83 -0.80 0.48
O 0.0594 1.1150 0.6904 -1.04 7.13 5.55
O -2.8419 -0.2676 1.6795 0.32 -0.31 2.51
H 1.7537 -1.3062 -3.3284 -0.54 -0.27 -0.41
H 2.8357 -0.1912 2.8637 -0.09 -0.54 -0.91
H 1.1267 4.3750 -0.5741 0.72 0.96 -0.62
H -3.3135 -2.8891 1.1946 -0.32 -0.87 0.38
H -0.1621 3.6716 -0.3409 -1.59 0.35 -0.62
H 4.0427 1.1701 0.2234 0.09 0.04 1.04
H 0.3336 1.6920 -4.0424 0.28 0.06 -0.06
H -1.9115 2.8106 0.8864 0.33 -0.27 0.21
H -1.1090 -2.4328 -1.2788 -0.88 -0.28 0.01
H 0.4141 1.7061 4.2275 0.24 0.52 1.32
H 4.0893 1.1637 -1.1876 0.53 -0.18 -1.71
H 3.5316 -1.9548 -0.7710 -0.61 0.19 0.02
H -4.4156 0.2040 -0.8971 -1.05 -0.39 -0.08
H 1.6224 -3.2617 1.0680 0.07 0.19 0.05
H 1.0943 1.7195 2.8007 0.98 0.48 -0.06
H 0.7153 -2.0700 0.5154 0.84 -1.85 0.64
H -2.1121 1.1002 -3.6676 0.63 0.93 -1.39
H -1.8895 0.4476 -2.3805 0.67 -0.46 0.09
H 0.0527 -1.9700 2.2087 0.49 -0.73 0.16
H -3.4584 -0.8126 2.2227 0.84 0.29 -0.38
H -0.4800 1.8911 -5.3188 0.14 -0.05 -0.15
H 3.0759 -0.7440 1.4180 0.89 -0.39 -0.62
H 4.8817 -1.8452 -0.2200 0.48 0.04 0.52
H -2.6653 2.6152 2.1232 -2.34 0.39 1.37
H 0.1978 -1.3083 3.6970 -0.62 -0.34 -1.33
H -3.2180 -0.1212 0.8243 -0.69 0.62 -2.05
H -1.9728 -2.6700 0.8093 0.45 -0.84 0.03
H -1.1754 -1.3040 -0.3803 0.32 1.32 0.27
H 3.1545 -0.8926 -3.0793 0.87 0.04 -0.25
H -3.2930 0.7399 -1.6494 0.67 0.13 -2.18
```
Positions in Å, forces in eV/Å.

Results
Highest occupied orbital energy (spin up / spin down) in eV: -15.9 / -15.6
Total charge: +2
Energy relative to the best compared isomer or geometry (same formula, charge and spin) in kJ/mol: 194.5
Spin multiplicity: 6

---

(2)
# C3H4O3

One molecule with the formula C3H4O3 (ωB97M-V with the def2-TZVPD basis set, OMol25).

XYZ file:
```
10
Properties=species:S:1:pos:R:3:forces:R:3
O -0.0203 -0.8423 -1.5379 -0.54 0.13 0.33
O 1.6203 0.2097 1.3708 -0.09 -0.33 -0.23
O -1.9209 0.2061 0.6103 0.38 0.21 -0.60
C 0.2139 0.1703 -0.5882 -0.11 0.42 0.27
C 0.8389 -0.3815 0.6758 0.32 0.24 0.41
C -1.0038 0.8633 0.1828 -0.40 -0.70 0.01
H 0.8469 0.9141 -1.0804 -0.12 0.06 0.35
H 0.3578 -1.3418 0.9835 0.34 0.01 -0.02
H -0.9154 1.9292 0.5240 0.39 -0.45 -0.59
H -0.0174 -1.7272 -1.1406 -0.17 0.40 0.07
```
Positions in Å, forces in eV/Å.

Results
Highest occupied orbital energy in eV: -9.9
Total charge: 0
Structure (SMILES): O=CC(O)C=O
Energy relative to the best compared isomer or geometry (same formula, charge and spin) in kJ/mol: 207.2

---

(3)
# C6H10O

C6H10O as an isolated structure in a non-equilibrium geometry (ωB97M-V with the def2-TZVPD basis set, OMol25).

XYZ file:
```
17
Properties=species:S:1:pos:R:3:forces:R:3
O 0.2263 1.3153 1.9036 0.17 0.25 -0.39
C -0.7260 -1.2073 -0.4094 0.53 1.04 -0.77
C 0.6298 1.1826 -0.4576 1.24 -1.44 0.28
C 0.3941 -1.6769 0.3797 1.62 1.15 -0.31
C -0.5941 0.5328 -0.8800 0.36 -1.34 -0.18
C 0.8016 1.7178 0.9126 0.04 -0.15 0.24
C -1.6164 -0.0921 -0.0093 -0.42 0.02 0.29
H 1.4161 -0.8968 0.0813 -1.42 -1.78 0.60
H 0.7792 -2.6654 0.1186 -0.24 0.17 0.15
H -1.5685 0.1844 1.0366 -0.10 -0.03 -0.04
H 1.5543 0.1259 -0.2147 -1.20 2.17 -0.57
H -0.9537 -1.7574 -1.3193 -0.11 0.12 0.23
H -0.8050 0.5876 -1.9449 -0.09 0.06 0.24
H 1.6030 2.4800 1.0032 -0.08 0.02 0.05
H -2.6194 -0.1162 -0.4202 -0.02 0.03 0.09
H 1.1311 1.7674 -1.2332 -0.16 -0.05 0.25
H 0.3478 -1.4819 1.4530 -0.11 -0.23 -0.16
```
Positions in Å, forces in eV/Å.

Results
Highest occupied orbital energy in eV: -8.8
Total charge: 0
Energy relative to the best compared isomer or geometry (same formula, charge and spin) in kJ/mol: 295.2

---

(4)
# C4H12

A 2-piece molecular cluster, C4H12 overall in a non-equilibrium geometry (ωB97M-V with the def2-TZVPD basis set, OMol25).

XYZ file:
```
16
Properties=species:S:1:pos:R:3:forces:R:3
C -0.5157 1.1072 2.1165 0.19 -0.22 -0.97
C -0.4410 -1.4491 -1.0681 -1.91 0.56 -1.46
C 0.1403 1.7275 0.8743 0.19 1.25 0.67
C 0.8352 -1.4369 -1.9165 0.74 2.28 1.78
H -1.2861 -1.4007 -1.7781 0.05 -0.33 0.19
H -0.9318 0.1545 1.7835 0.07 -0.22 0.64
H 0.3327 2.7857 1.0987 -0.11 -0.04 -0.28
H -0.6384 -0.5278 -0.5182 0.61 -0.09 0.28
H -1.3280 1.7078 2.5184 -0.07 0.13 -0.15
H -0.4769 1.6872 -0.0209 -0.05 -0.07 0.03
H 1.2997 -0.4518 -1.6861 0.16 -0.47 0.30
H -0.6937 -2.2820 -0.4198 0.63 -0.28 0.00
H 1.1336 1.3405 0.6506 -0.14 -0.46 -0.01
H 0.7369 -1.2290 -2.9760 -0.35 -1.31 -0.32
H 0.2283 1.0004 2.9015 -0.06 -0.33 0.08
H 1.5656 -2.1466 -1.5438 0.06 -0.40 -0.79
```
Positions in Å, forces in eV/Å.

Results
Highest occupied orbital energy in eV: -11.1
Total charge: 0
Structure (SMILES): CC.CC
Energy relative to the best compared isomer or geometry (same formula, charge and spin) in kJ/mol: 63.0

---

(5)
# C41H34BF3O4S

C41H34BF3O4S as an isolated structure in a non-equilibrium geometry (ωB97M-V with the def2-TZVPD basis set, OMol25).

XYZ file:
```
84
Properties=species:S:1:pos:R:3:forces:R:3
S -1.2977 1.2240 -3.6741 0.18 0.61 -1.57
F -2.9397 -5.7992 -1.7353 0.43 0.68 0.64
F -1.0045 -5.8596 -0.7216 -0.55 0.62 -0.56
F -2.6321 -4.8202 0.2322 0.08 0.17 -1.43
O 0.7073 3.4891 0.5290 1.16 0.02 0.19
O 2.8163 2.5108 -0.0155 -0.48 1.05 0.78
O -5.3513 -0.4790 3.9560 -0.04 -0.39 -0.16
O 1.8205 -5.3468 0.7705 0.75 -0.11 0.17
C 2.0036 2.3305 2.3643 -0.31 -1.78 1.62
C -4.2180 -0.5354 3.1878 0.33 -0.29 -1.01
C 3.3379 1.9543 2.6469 -0.41 0.78 1.15
C 0.0082 -2.4941 1.9503 -0.25 0.44 -0.44
C 1.5718 -4.0272 0.9710 -1.00 0.72 -0.92
C 1.3189 -1.7932 0.0590 0.34 -0.09 0.00
C 2.6131 -5.7602 -0.3416 -0.25 0.42 0.44
C 2.0183 -2.9890 0.0956 -0.23 -1.34 0.85
C 3.7877 4.6174 -0.9812 -1.09 0.16 -0.40
C 0.5998 -3.7348 1.9568 0.83 -0.23 -0.23
C -1.6423 -3.7747 -1.7257 -0.72 -0.58 0.16
C 2.2307 6.5230 -0.8551 0.41 0.63 -0.85
C -2.3669 0.7047 2.1719 0.00 -0.75 0.60
C -0.0944 -0.0039 -2.8767 0.74 -0.17 0.82
C -2.7427 -1.6239 1.6056 0.10 0.10 0.07
C -0.7908 -1.3821 -2.7250 1.51 1.23 -0.45
C 1.2220 5.7325 -0.3077 0.40 -0.64 -0.35
C 1.0752 0.0617 -3.7736 -0.01 1.18 -1.33
C 1.7734 3.7788 4.2138 -0.38 -0.65 0.35
C 0.2095 -1.5732 0.8948 1.28 -0.61 0.42
C 1.0576 1.0539 -4.7064 0.63 -1.86 -0.09
C -0.6019 0.3781 -0.4781 -3.11 -1.77 2.37
C 1.4929 4.3891 -0.1541 1.01 0.41 -0.49
C -0.7348 -0.5142 0.6245 0.77 2.57 -2.35
C -0.4267 2.6920 -5.9489 0.09 0.39 0.09
C -3.8803 -1.6761 2.4079 -0.12 0.76 0.50
C -3.4239 0.6427 3.0871 -0.85 -0.86 -0.02
C -0.4254 -3.7360 -2.4012 -0.19 0.34 -0.25
C -0.1732 1.7174 -4.8522 -1.59 -0.29 0.83
C 3.1483 3.5757 4.4261 -0.10 0.52 -0.30
C 0.0137 -2.4996 -2.8727 0.08 -0.64 0.28
C -2.5438 -2.7032 -1.7725 0.82 -0.10 -0.72
C 3.9206 2.6643 3.6858 0.16 -0.39 0.53
C 2.7694 3.8003 -0.4799 -0.42 1.95 -0.23
C -2.0633 -5.0407 -1.0048 0.29 -1.11 0.67
C 3.4629 5.9836 -1.2180 0.31 -0.12 -0.25
C -2.1002 -1.5067 -2.3423 -1.21 -0.37 1.00
C -6.3407 -1.5334 3.8069 0.89 0.65 0.10
C 0.2953 0.6161 -1.5885 1.26 1.13 1.47
C 1.1339 3.0389 3.2240 1.79 0.16 0.49
C -1.9374 -0.4710 1.5084 -0.90 0.51 -0.62
B 1.8076 2.7223 1.0040 -1.56 -2.17 -3.82
H -5.9546 -2.4778 4.2224 -0.25 0.28 -0.04
H -0.3360 3.7102 -5.5600 -0.03 0.13 -0.18
H 1.0197 -2.4043 -3.2785 -0.33 -0.14 0.07
H -3.7171 1.4755 3.7371 0.16 -0.15 -0.53
H -3.5732 -2.8320 -1.4592 0.16 0.12 0.29
H 4.7543 4.2248 -1.2717 -0.04 -0.06 0.18
H 2.1224 -5.5409 -1.2930 -0.09 0.13 0.04
H -7.1882 -1.1478 4.3812 0.10 -0.38 -0.20
H 0.7963 1.6840 -1.4659 -0.61 -2.47 -1.04
H 0.2593 6.1220 -0.0461 -0.30 0.17 0.20
H -1.6090 0.7688 -0.6832 -0.17 0.64 0.53
H 0.0571 3.0316 3.0551 0.41 0.53 -0.29
H -1.8663 1.6659 2.0308 0.14 -0.47 0.02
H 1.6368 -1.0447 -0.6774 -0.41 -0.18 0.38
H 4.9886 2.5254 3.8890 -0.48 0.11 0.22
H 3.8712 1.1564 2.0982 -0.34 1.05 -0.11
H -1.4154 2.5895 -6.4266 0.47 -0.05 0.31
H 1.8866 1.2844 -5.3668 -0.03 -0.10 0.06
H 2.0520 7.5882 -1.1000 0.02 -0.77 0.36
H 3.6364 4.2026 5.1587 0.11 -0.05 0.11
H 1.1641 4.4974 4.7702 0.56 -0.28 0.21
H 0.1291 -4.6455 -2.6299 0.03 0.25 0.55
H 0.2725 -4.4830 2.6873 0.35 0.18 -0.40
H -0.7207 -2.2498 2.7159 0.11 -0.18 -0.12
H -2.4718 -2.5221 1.0332 -0.08 0.52 0.32
H 2.8503 -3.1920 -0.5856 -0.39 0.19 0.17
H -2.7932 -0.6683 -2.3578 0.27 -0.05 0.01
H -4.4813 -2.5947 2.4367 0.30 0.53 0.00
H 3.6095 -5.3122 -0.3385 -0.02 0.00 0.08
H 2.6894 -6.8260 -0.2149 0.15 -0.38 -0.11
H 4.1788 6.6466 -1.7551 -0.45 -0.69 0.69
H -6.5988 -1.6852 2.7464 0.01 0.15 0.35
H 0.3624 2.5324 -6.6995 -0.37 0.22 0.12
H 1.9042 -0.6037 -3.5800 0.16 0.33 0.02
```
Positions in Å, forces in eV/Å.

Results
Highest occupied orbital energy in eV: -5.7
Total charge: 0
Energy relative to the best compared isomer or geometry (same formula, charge and spin) in kJ/mol: 352.2